Entry 1:
Entry from the OMol25 dataset: a molecular structure, C20H35CoNSi2 (the ωB97M-V functional and the def2-TZVPD basis).

Geometry as ORCA input:
```
! wB97M-V def2-TZVPD RIJCOSX def2/J DEFGRID3
* xyz 0 4
C -1.4918 -1.2993 -2.6479
C 1.2033 -0.4287 -3.5664
C -1.9325 0.0586 -2.8453
H -2.1875 -1.9807 -2.1271
C 0.8743 0.8243 -3.1611
H 2.2052 -0.8171 -3.3415
H -2.9555 0.2816 -2.5109
H 1.6374 1.3962 -2.6118
C -1.5008 0.9085 -4.0094
H -2.2997 1.6378 -4.1845
H -1.4458 0.2969 -4.9108
C -0.7039 -2.0932 -3.6788
H -1.4068 -2.5220 -4.4143
H -0.2499 -2.9669 -3.1843
C 0.3998 -1.3350 -4.4328
H 0.0045 -0.8463 -5.3342
H 1.0993 -2.0943 -4.8160
C -0.2046 1.6833 -3.7786
H 0.1091 2.1390 -4.7325
H -0.3698 2.5265 -3.0940
Co -0.6686 0.0201 -1.4664
H -1.8029 -0.1770 -0.5404
C 2.0002 -1.6317 3.7025
Si 0.4319 -0.6096 3.5299
C -0.9805 -1.8716 3.4733
C 0.3274 0.4661 5.0772
C 0.3579 0.3978 1.9319
C 1.2047 -0.0555 0.8661
C 2.6331 -0.0622 0.9679
C 3.3752 -0.9440 0.2050
C 2.7003 -1.8306 -0.6494
C 1.3386 -1.6642 -0.8567
N 0.6803 -0.6267 -0.2843
Si -0.9606 1.7040 1.6156
C -2.6551 0.9575 1.9597
C -0.6059 3.0881 2.8560
C -0.8286 2.4234 -0.1071
H 1.9471 -2.1912 4.6518
H 2.9014 -1.0022 3.7379
H 2.1058 -2.3577 2.8816
H -0.8892 -2.5161 4.3578
H -1.9713 -1.3894 3.4646
H -0.8666 -2.4951 2.5697
H 1.0209 1.3140 5.0175
H -0.6896 0.8356 5.2666
H 0.6487 -0.1599 5.9247
H 3.1025 0.5963 1.7012
H 4.4608 -1.0024 0.2854
H 3.2141 -2.6225 -1.1955
H 0.7362 -2.3331 -1.4935
H -2.7545 0.6394 3.0102
H -3.4048 1.7296 1.7365
H -2.8300 0.0904 1.2996
H 0.3936 3.5019 2.6679
H -1.3492 3.8881 2.7015
H -0.6439 2.7327 3.8958
H 0.1814 2.8195 -0.2857
H -1.0949 1.7123 -0.9503
H -1.5500 3.2564 -0.1439
*
```

Calculated values
Energy ... -2799.40328 Eh
ΔE to the lowest compared entry with this formula, charge and spin ... 31.0 kcal/mol

Entry 2:
Entry from the OMol25 dataset: a molecular structure, C20H35MnN6O3SSi (the ωB97M-V functional and the def2-TZVPD basis).

Geometry as ORCA input:
```
! wB97M-V def2-TZVPD RIJCOSX def2/J DEFGRID3
* xyz 1 2
Mn 0.3575 1.1953 -1.4101
N -0.6801 2.9233 -2.4337
C -1.0094 3.9034 -1.3638
C -0.0569 3.7659 -0.1761
O -0.0249 4.5828 0.7282
N 0.6586 2.6318 -0.2599
C 1.5092 2.2857 0.8602
C 1.6098 0.7691 0.8037
O 2.6238 0.1264 0.7973
O 0.3744 0.1950 0.6621
H 0.0764 3.3042 -2.9940
H -1.4741 2.8273 -3.0556
H -2.0127 3.6920 -0.9926
H -0.9938 4.9324 -1.7210
H 1.0613 2.6015 1.8089
H 2.5020 2.7340 0.7911
N 1.3540 -3.6591 -3.0284
C 0.5564 -2.5783 -3.1369
C 0.7786 -1.4174 -2.3722
N -0.0212 -0.3562 -2.4629
C -1.0591 -0.4422 -3.3171
C -1.2554 -1.5829 -4.0716
N -0.4625 -2.6410 -3.9974
H 2.1501 -3.6675 -2.4186
H 1.1793 -4.4531 -3.6193
H 1.6081 -1.3637 -1.6740
H -1.7283 0.4036 -3.3651
H -2.0859 -1.6500 -4.7641
C 0.7295 -2.5439 1.5366
Si -0.3303 -0.9951 1.7084
C -2.0707 -1.1181 0.9100
C -2.5237 0.2388 0.3494
C -3.1123 -1.5903 1.9359
C -2.0434 -2.1466 -0.2321
C -0.2487 -0.3225 3.4883
C -1.0684 0.9673 3.6559
C 1.2141 -0.0460 3.8736
C -0.8058 -1.3800 4.4567
H 0.7965 -3.0885 2.4801
H 1.7428 -2.2582 1.2519
H 0.3462 -3.2375 0.7857
H -2.5862 1.0038 1.1258
H -3.5138 0.1345 -0.1026
H -1.8472 0.6084 -0.4316
H -3.2492 -0.8678 2.7416
H -2.8210 -2.5466 2.3767
H -4.0811 -1.7295 1.4485
H -1.2522 -1.9340 -0.9518
H -2.9995 -2.1367 -0.7628
H -1.8886 -3.1566 0.1512
H -0.7783 1.7439 2.9437
H -0.9210 1.3647 4.6631
H -2.1363 0.7765 3.5335
H 1.6620 0.7416 3.2671
H 1.8350 -0.9393 3.7767
H 1.2581 0.2828 4.9146
H -1.8620 -1.5775 4.2690
H -0.7152 -1.0085 5.4804
H -0.2630 -2.3257 4.3968
S 4.0539 1.0522 -4.3239
C 4.6220 1.2747 -2.7249
C 3.5788 1.3976 -1.8695
N 2.3425 1.3102 -2.4631
C 2.4521 1.1222 -3.7521
H 5.6743 1.3088 -2.4977
H 3.6652 1.5383 -0.8047
H 1.6095 1.0201 -4.4213
*
```

Calculated values
Energy ... -3175.89294 Eh

Entry 3:
Entry from the OMol25 dataset: a molecular structure, C20H35N2O3RuSSi3Te (the ωB97M-V functional and the def2-TZVPD basis).

Geometry as ORCA input:
```
! wB97M-V def2-TZVPD RIJCOSX def2/J DEFGRID3
* xyz 0 6
Ru -0.2697 0.9795 -0.2348
O 0.5232 2.5738 1.0780
N 1.6557 3.0559 0.7647
N 2.0373 2.7850 -0.4185
O 1.3060 2.0903 -1.2658
C 3.3203 3.2522 -0.8632
C 3.7525 2.8586 -2.1184
C 4.9946 3.2880 -2.5650
C 5.7870 4.0967 -1.7667
C 5.3350 4.4806 -0.5103
C 4.0993 4.0631 -0.0470
H 3.1192 2.2274 -2.7227
H 5.3392 2.9851 -3.5448
H 6.7540 4.4294 -2.1198
H 5.9485 5.1135 0.1170
H 3.7400 4.3570 0.9274
C 3.3671 0.0657 0.8867
O 2.0155 -0.1609 0.5365
Si 0.9932 -1.1990 1.3990
C 0.9573 -0.4795 3.1279
C 1.8171 -2.8787 1.4726
C -0.5846 -1.0574 0.4543
Si -0.5926 -2.0612 -1.1399
C -1.9886 -1.6483 -2.3342
C -0.7415 -3.9094 -0.8212
C 0.9849 -1.6983 -2.1012
Si -2.0950 -1.3134 1.5209
C -3.6555 -1.6793 0.5457
C -2.4307 0.2172 2.5633
C -1.8715 -2.8006 2.6582
H 3.8706 -0.8624 1.1718
H 3.4441 0.7761 1.7156
H 3.8853 0.4817 0.0210
H 1.9619 -0.5533 3.5555
H 0.2709 -0.9661 3.8203
H 0.6990 0.5815 3.0730
H 2.7601 -2.8247 2.0218
H 2.0258 -3.2726 0.4765
H 1.1813 -3.5999 1.9923
H -2.9413 -2.1001 -2.0614
H -1.7099 -2.0305 -3.3208
H -2.1471 -0.5717 -2.4362
H -1.7036 -4.1411 -0.3569
H 0.0436 -4.3006 -0.1739
H -0.7006 -4.4509 -1.7703
H 0.9855 -0.6488 -2.4206
H 1.0439 -2.3112 -3.0040
H 1.8917 -1.8507 -1.5157
H -3.8079 -1.0030 -0.2939
H -4.5222 -1.5978 1.2078
H -3.6385 -2.7010 0.1579
H -2.4759 1.1095 1.9274
H -1.6580 0.3929 3.3110
H -3.3901 0.1419 3.0823
H -1.6895 -3.7039 2.0709
H -2.7737 -2.9681 3.2527
H -1.0374 -2.6867 3.3534
Te -1.7258 2.5415 -1.8801
C -3.6883 1.8790 -1.7304
C -4.3422 1.5387 -0.5749
C -5.6967 1.1824 -0.7926
C -6.0485 1.2607 -2.1077
S -4.7434 1.7768 -3.0808
H -3.8616 1.5396 0.3940
H -6.3747 0.8743 -0.0102
H -7.0040 1.0353 -2.5534
*
```

Calculated values
Energy ... -2747.83959 Eh
ΔE to the lowest compared entry with this formula, charge and spin ... 1.2 kcal/mol

Entry 4:
Entry from the OMol25 dataset: C20H35N3O4 in the gas phase (the ωB97M-V functional and the def2-TZVPD basis).

Geometry as ORCA input:
```
! wB97M-V def2-TZVPD RIJCOSX def2/J DEFGRID3
* xyz 0 1
C -6.0325 -3.1873 -0.9190
C -6.4153 -1.7253 -0.7664
O -5.2288 -0.9314 -0.7676
C -5.2258 0.1504 0.0421
O -6.1434 0.4613 0.7652
N -4.0805 0.8647 -0.0725
C -2.9087 0.4304 -0.7973
C -1.7776 0.1152 0.1921
N -1.5234 1.2762 1.0159
C -0.4479 2.0930 1.0103
O -0.4079 3.1004 1.6938
C 0.7675 1.6668 0.1635
C 1.6911 2.8708 -0.0663
C 2.4180 2.8550 -1.4140
C 3.2353 4.1367 -1.5652
C 3.3210 1.6336 -1.5598
N 1.4476 0.6022 0.8776
C 1.5499 -0.6720 0.4429
O 1.0414 -1.0348 -0.6024
C 2.3224 -1.5728 1.3990
C 3.8260 -1.2616 1.3523
C 4.4539 -1.7246 0.0415
C 4.2339 -3.2207 -0.1508
C 2.7401 -3.5217 -0.1756
C 2.0737 -3.0578 1.1165
C -2.7007 1.6759 1.7674
C -3.8458 1.9931 0.8022
H -5.4710 -3.3329 -1.8381
H -6.9312 -3.7961 -0.9514
H -5.4175 -3.5071 -0.0816
H -7.0443 -1.3991 -1.6028
H -6.9567 -1.5470 0.1684
H -3.1525 -0.4506 -1.3873
H -2.5928 1.2394 -1.4663
H -0.8913 -0.2145 -0.3456
H -2.0992 -0.7017 0.8491
H 0.4470 1.2601 -0.7988
H 1.0865 3.7767 0.0024
H 2.4232 2.9178 0.7429
H 1.6667 2.8279 -2.2117
H 2.5980 5.0131 -1.4748
H 3.7233 4.1654 -2.5365
H 4.0022 4.1899 -0.7954
H 3.8701 1.6812 -2.4977
H 2.7381 0.7172 -1.5586
H 4.0417 1.5930 -0.7451
H 1.8611 0.8648 1.7588
H 1.9538 -1.3456 2.4079
H 3.9922 -0.1898 1.4866
H 4.3111 -1.7806 2.1831
H 4.0004 -1.1867 -0.7922
H 5.5221 -1.4965 0.0494
H 4.6952 -3.5476 -1.0845
H 4.7080 -3.7683 0.6682
H 2.2783 -3.0046 -1.0163
H 2.5740 -4.5934 -0.3022
H 0.9982 -3.2352 1.0553
H 2.4666 -3.6377 1.9558
H -2.4435 2.5554 2.3586
H -2.9932 0.8572 2.4327
H -4.7670 2.1958 1.3491
H -3.5810 2.8644 0.1936
*
```

Calculated values
Energy ... -1248.40503 Eh
ΔE to the lowest compared entry with this formula, charge and spin ... 16.7 kcal/mol
Structure (SMILES) ... CCOC(=O)N1CCN(C(=O)[C@@H](CC(C)C)NC(=O)C2CCCCC2)CC1